[1]
43
Properties=species:S:1:pos:R:3:forces:R:3:lowdin_charge:R:1 method="wB97M-V/def2-TZVPD" e_lumo_ev=-0.2 e_tot_ha=-1556.93064 relative_energy_kcal_mol=0.0 multiplicity=1 homo_energy_ev=-8.51 orbital_gap_ha=0.304
Pt 0.688542 -0.492017 -0.056333 0.009 -0.020 0.020 1.129
O 0.843206 3.057080 1.650032 -0.173 0.026 -0.177 0.063
C 0.657703 1.912278 1.310612 -0.039 -0.126 -0.099 -0.556
O 0.776239 1.487261 0.079581 -0.011 0.092 0.030 -0.202
C 0.247204 0.818459 2.348443 0.012 -0.018 0.048 -0.542
O 0.054693 1.093080 3.503807 0.036 0.027 -0.038 0.103
O 0.129057 -0.393561 1.847676 -0.034 0.006 -0.013 -0.224
C 0.399137 -6.823613 0.187148 0.002 0.000 -0.001 -0.036
C 0.472858 -5.327767 0.115290 -0.001 0.011 0.004 -0.253
C -0.047815 -4.516937 1.113349 0.001 -0.011 -0.007 0.002
C 0.035904 -3.141272 1.010631 -0.026 -0.003 -0.007 -0.087
N 0.609393 -2.539268 -0.039351 -0.023 0.028 0.059 -0.127
C 1.122225 -3.311574 -1.006824 0.035 0.002 -0.013 -0.135
C 1.073342 -4.686557 -0.965265 -0.008 0.000 0.008 -0.011
H -0.056307 -7.153833 1.118511 0.000 0.000 0.000 0.079
H 1.395671 -7.261056 0.116232 0.000 0.000 0.000 0.089
H -0.190727 -7.217199 -0.641987 0.001 0.000 0.000 0.089
H -0.522069 -4.946870 1.985330 0.000 0.000 -0.001 0.120
H -0.346919 -2.481753 1.777478 0.005 0.000 0.002 0.105
H 1.591078 -2.797738 -1.833730 -0.003 -0.007 0.009 0.100
H 1.507726 -5.254184 -1.777734 0.000 -0.002 0.001 0.121
I -1.314747 -1.141564 -2.919379 0.001 0.004 -0.007 0.955
C 0.642352 -0.462852 -3.090390 0.016 -0.009 0.023 -0.773
C 1.152044 -0.176681 -4.346984 -0.022 -0.009 -0.007 -0.127
C 2.449911 0.290247 -4.448686 0.004 0.003 -0.034 -0.048
C 3.198192 0.461216 -3.296253 0.011 0.001 0.030 -0.034
C 2.626335 0.157783 -2.078638 -0.040 -0.023 0.024 -0.097
N 1.365880 -0.310821 -1.976202 0.034 0.025 -0.047 -0.184
H 0.530349 -0.312480 -5.218996 0.003 -0.001 0.000 0.094
H 2.866683 0.523271 -5.419634 -0.003 -0.001 0.001 0.116
H 4.212647 0.830789 -3.327958 0.000 0.001 0.006 0.115
H 3.148756 0.282245 -1.136953 0.001 -0.001 0.000 0.074
C 3.318949 3.268208 3.225069 -0.055 -0.060 0.229 -0.043
N 4.029469 2.938594 1.986744 0.088 0.000 -0.119 -0.193
C 4.054775 4.002654 0.985741 -0.035 0.092 -0.043 -0.050
C 3.878272 1.708904 1.508045 -0.242 0.127 0.090 -0.305
N 3.749764 0.638894 1.089503 0.202 -0.158 -0.120 0.160
H 3.817222 4.123829 3.677416 0.039 0.011 0.039 0.085
H 3.377157 2.420911 3.905789 0.032 0.022 0.005 0.098
H 2.267801 3.490113 3.029342 0.177 0.027 0.091 0.068
H 4.502490 4.887289 1.438150 0.012 -0.018 -0.003 0.086
H 3.047865 4.246624 0.637611 -0.031 -0.031 0.028 0.087
H 4.666853 3.693731 0.141478 0.027 -0.009 -0.007 0.087

---

[2]
47
Properties=species:S:1:pos:R:3:forces:R:3:lowdin_charge:R:1 method="wB97M-V/def2-TZVPD" total_charge=+2 e_lumo_ev="-6.6 / -9.3" e_tot_ha=-1517.35677 multiplicity=6 homo_energy_ev="-13.89 / -14.04" orbital_gap_ha="0.269 / 0.174"
Ir 0.063100 0.736800 1.012900 0.164 -0.728 0.423 1.592
O -0.954900 -4.856600 0.340400 1.072 -0.765 -0.160 0.205
C 0.346700 -4.792900 0.224100 -1.016 0.215 0.146 -0.182
C 1.044500 -6.009000 0.033800 0.521 -0.668 -0.218 0.075
C 2.400800 -6.011300 -0.166400 -0.704 -0.432 0.066 0.008
C 3.113000 -4.806400 -0.162600 0.212 -0.241 -0.034 0.042
C 2.462200 -3.606400 0.097100 -1.183 0.640 0.145 0.052
C 1.086200 -3.573100 0.299000 1.127 0.417 -0.007 -0.022
C 0.445500 -2.285500 0.607400 -1.441 1.319 0.352 -0.427
O 1.125800 -1.321100 1.032300 0.587 0.338 -0.141 -0.107
N -0.883600 -2.207600 0.426300 0.348 -2.428 -0.719 0.032
N -1.383700 -0.995800 0.542600 -0.172 1.947 0.371 -0.111
C -2.607500 -0.690600 0.261900 0.815 -0.996 0.077 -0.019
C -3.011000 0.678200 0.447000 -0.534 1.181 -0.050 -0.255
C -4.252800 1.160600 0.023100 0.571 -0.413 0.189 0.026
C -4.561200 2.493400 0.233100 0.268 0.332 0.186 -0.005
C -3.642900 3.305100 0.886900 -0.140 -0.310 -0.067 -0.002
C -2.419800 2.763700 1.265100 -0.158 0.253 0.066 -0.093
N -2.108500 1.496600 1.034200 0.192 -0.347 0.003 -0.033
H -1.358700 -3.959600 0.400500 0.092 0.844 0.008 0.109
H 0.458200 -6.914000 0.022800 -0.021 -0.148 -0.012 0.146
H 2.917500 -6.943200 -0.334600 0.025 -0.076 -0.017 0.134
H 4.175600 -4.813400 -0.347300 0.121 0.016 -0.011 0.137
H 3.017100 -2.678500 0.116500 -0.063 0.026 0.109 0.138
H -3.324700 -1.421500 -0.102800 0.131 -0.087 0.017 0.148
H -4.953500 0.502300 -0.469000 -0.007 -0.090 0.002 0.130
H -5.501400 2.897300 -0.109800 -0.095 0.008 0.029 0.129
H -3.868400 4.333300 1.113000 0.022 0.148 -0.029 0.123
H -1.671500 3.360500 1.770600 0.036 0.030 -0.029 0.125
N 0.384300 0.016200 3.487900 -1.105 0.452 -1.060 -0.019
N 1.704600 0.380000 3.730100 1.196 0.879 -0.065 0.004
C 2.190900 1.486500 2.952100 -0.231 -2.190 1.262 -0.729
O 3.397300 1.650300 2.925700 0.829 0.269 -0.050 0.042
O 1.285300 2.148400 2.389000 -1.330 0.606 -1.018 -0.134
H -0.248100 0.693200 3.920300 0.282 -0.420 0.293 0.112
H 0.196000 -0.925900 3.816500 0.001 0.182 -0.021 0.117
H 2.370600 -0.371200 3.878300 -0.307 0.153 -0.080 0.148
N 4.364000 3.637500 1.402500 0.215 0.166 -0.038 0.239
C 3.844500 4.066100 0.273600 0.348 -0.073 0.403 -0.430
N 4.318300 5.151800 -0.332100 0.095 0.146 -0.024 0.212
N 2.838600 3.443600 -0.343200 -0.402 -0.021 -0.352 0.207
C 2.012300 2.542600 -0.221100 0.814 0.972 -0.156 -0.294
N 1.139700 1.748500 -0.341100 -0.842 -0.958 0.241 -0.051
H 5.148300 4.128200 1.804600 -0.049 0.046 -0.029 0.139
H 3.996000 2.831700 1.946600 -0.237 -0.059 -0.022 0.070
H 5.062300 5.690000 0.082100 -0.049 -0.018 -0.083 0.134
H 3.915200 5.474200 -1.198000 0.001 -0.119 0.102 0.136

---

[3]
40
Properties=species:S:1:pos:R:3:forces:R:3:lowdin_charge:R:1 method="wB97M-V/def2-TZVPD" total_charge=+3 e_lumo_ev="-13.2 / -13.3" e_tot_ha=-1311.66435 multiplicity=1 homo_energy_ev="-18.23 / -18.23" orbital_gap_ha="0.184 / 0.180"
Mo 0.794311 0.241579 1.317045 -1.899 -1.038 -0.361 1.763
N 1.938622 -0.553706 2.738467 1.112 0.176 1.262 -0.107
C 3.416487 -0.466595 2.631294 0.589 0.214 -0.142 -0.050
C 3.734119 0.501023 1.515267 0.197 -0.381 0.449 -0.419
O 4.799812 0.885758 1.195532 -0.102 0.059 -0.089 0.253
N 2.515471 0.911644 0.842317 -0.183 0.437 -0.478 -0.139
C 2.739426 1.801947 -0.293050 -0.099 0.093 -0.118 -0.034
C 1.449470 1.819457 -1.072271 1.118 0.730 -0.670 -0.429
O 1.156597 2.359655 -2.070114 -0.185 -0.242 0.309 0.258
O 0.505292 1.065362 -0.345039 -1.307 0.438 -1.522 -0.364
H 1.552631 0.420505 3.053646 1.071 -0.566 1.636 0.117
H 1.730894 -1.215092 3.487676 -0.370 -0.041 -0.106 0.151
H 3.813197 -1.452004 2.373749 -0.135 -0.042 -0.003 0.170
H 3.896535 -0.152209 3.560296 -0.139 0.039 0.036 0.168
H 3.579151 1.481316 -0.913589 -0.045 -0.130 -0.005 0.172
H 2.969956 2.824228 0.025873 -0.027 -0.030 0.086 0.180
C -2.409799 -1.295489 -4.695209 0.011 0.161 0.132 0.015
C -1.420035 -1.754575 -3.823485 0.049 -0.140 -0.040 -0.028
C -1.109144 -1.043434 -2.686484 -0.015 0.120 0.143 -0.098
C -1.786607 0.163275 -2.408681 -0.078 0.411 0.334 -0.306
C -2.742735 0.649595 -3.326457 0.119 0.144 0.293 -0.064
C -3.048700 -0.085432 -4.454710 -0.142 -0.073 -0.145 -0.016
Si -1.569335 1.107102 -0.879828 1.173 -0.606 0.011 1.043
C -1.440056 0.175975 0.805199 -0.669 0.011 -0.150 -0.374
C -1.183240 -1.217435 0.846960 -0.279 -0.104 -0.176 -0.111
C -0.996033 -1.869477 2.069099 -0.028 0.066 -0.100 -0.005
C -1.085432 -1.152608 3.273385 0.053 0.016 -0.111 -0.009
C -1.333498 0.221328 3.256161 0.116 -0.026 -0.053 -0.011
C -1.463708 0.895073 2.030032 -0.359 0.229 -0.102 -0.129
H -2.671138 -1.879922 -5.567348 0.039 0.023 -0.030 0.137
H -0.893299 -2.672866 -4.046001 -0.002 0.003 0.000 0.130
H -0.308538 -1.393293 -2.043197 -0.019 -0.060 -0.010 0.098
H -3.246155 1.594170 -3.152159 -0.026 -0.007 -0.037 0.119
H -3.793611 0.288397 -5.144131 0.011 -0.028 -0.019 0.135
H -1.715299 2.532716 -0.575816 -0.298 -0.048 -0.210 0.058
H -1.257373 -1.806321 -0.060918 0.182 0.019 -0.001 0.123
H -0.869786 -2.946782 2.086484 0.159 0.017 0.000 0.154
H -1.030234 -1.685855 4.216602 0.107 0.043 0.033 0.153
H -1.478640 0.758660 4.187561 0.147 0.068 -0.009 0.155
H -1.739592 1.944331 2.045844 0.154 0.045 -0.039 0.139

---

[4]
34
Properties=species:S:1:pos:R:3:forces:R:3:lowdin_charge:R:1 method="wB97M-V/def2-TZVPD" total_charge=-1 e_lumo_ev="2.9 / 2.9" e_tot_ha=-674.55362 relative_energy_kcal_mol=35.3 multiplicity=2 homo_energy_ev="0.70 / -3.16" orbital_gap_ha="0.080 / 0.221"
C -1.101554 3.707689 3.098220 -2.219 1.590 0.517 -0.078
C -0.914807 3.064151 -0.449919 -0.176 -0.479 -1.252 -0.263
C -1.164431 2.654520 0.863023 0.589 1.873 -1.234 -0.183
C -1.106152 3.860881 1.637282 -0.262 -3.771 1.769 -0.305
C -0.883170 4.940654 0.885689 0.507 1.691 -2.288 -0.125
C -0.778319 0.791457 -1.346401 -0.500 -0.330 1.071 -0.205
C -0.740789 2.164478 -1.548201 0.169 2.583 0.070 -0.120
C -1.082167 0.405868 -0.038210 0.490 0.530 -0.788 -0.200
C -1.216667 1.261988 1.055696 -0.386 -1.179 1.304 -0.092
N -0.863785 4.438384 -0.461813 0.597 1.267 -0.821 0.022
H -0.505986 0.065817 -2.120852 -0.379 0.294 0.266 0.073
H -0.706262 2.629956 -2.508746 0.272 0.054 -0.759 0.052
H -1.107183 -0.630013 0.054516 -0.261 -1.701 0.944 0.038
H -1.401572 0.873131 2.068407 0.032 -0.074 -0.550 0.072
H -0.506651 4.983007 -1.270971 -0.459 -0.832 1.202 0.136
H -0.702176 6.018227 1.087505 -0.325 -1.160 -0.094 0.087
H -0.325571 4.229016 3.529985 2.254 0.991 1.041 0.036
H -1.218000 2.792839 3.613168 0.407 -1.713 -0.432 0.053
H -1.952099 4.216772 3.539244 -0.640 0.562 0.052 0.065
C 1.775813 -6.240634 -0.682229 0.142 -0.124 0.329 -0.068
C 0.083387 -2.871724 -1.078582 -1.058 -2.613 -1.308 -0.056
C 0.367098 -4.304279 -0.999977 -0.240 4.240 -0.889 -0.052
C 1.039143 -1.995114 -0.657549 -0.930 0.578 -0.189 -0.137
C 1.586131 -4.767895 -0.569556 -0.107 -0.065 0.605 -0.315
C 2.186802 -2.471954 -0.115639 2.540 -1.085 2.433 -0.094
C 2.499433 -3.857141 -0.025286 -0.111 0.726 0.431 -0.045
H -0.877963 -2.534403 -1.606357 1.492 -0.445 1.153 0.126
H -0.348718 -4.880067 -1.508847 -0.752 -1.278 -0.194 0.082
H 0.824538 -0.946936 -0.645315 0.129 0.451 -0.109 0.069
H 2.811480 -1.756485 0.483197 -0.344 -0.713 -0.981 0.116
H 0.833596 -6.737523 -0.606490 -0.749 -0.345 0.259 0.064
H 2.444412 -6.713916 0.011099 0.461 0.066 0.599 0.068
H 3.362680 -4.232821 0.591424 -0.769 0.565 -1.004 0.115
H 2.123473 -6.502968 -1.648437 0.586 -0.153 -1.155 0.065

---

[5]
34
Properties=species:S:1:pos:R:3:forces:R:3:lowdin_charge:R:1 method="wB97M-V/def2-TZVPD" e_lumo_ev=0.9 e_tot_ha=-674.61994 relative_energy_kcal_mol=23.0 multiplicity=1 homo_energy_ev=-7.77 orbital_gap_ha=0.319
C 2.241977 -0.701366 0.830844 0.071 -1.086 0.897 -0.031
C 0.115881 -1.047086 2.262873 1.153 0.305 -0.264 -0.072
C 1.109046 -0.282371 1.702970 -1.370 0.099 -0.016 -0.229
C -0.598841 1.065142 2.533132 2.001 0.843 -1.290 -0.206
C 0.684876 1.074974 1.897920 -0.296 -0.233 0.414 -0.149
C -1.252718 2.295127 2.551066 -0.819 -0.438 0.799 -0.038
C 1.345684 2.262923 1.633473 0.309 1.189 -0.319 -0.039
C -0.589220 3.477833 2.244621 -0.207 0.291 0.201 -0.104
C 0.763856 3.504056 1.891375 -0.188 -1.766 -0.135 -0.087
N -0.920607 -0.258882 2.760367 -0.157 -0.258 0.172 0.066
H 0.112336 -2.122671 2.342013 -0.308 -0.022 0.104 0.119
H -1.415906 -0.571542 3.583376 -0.251 0.186 -0.286 0.148
H 2.910916 0.107650 0.562798 -0.078 0.137 -0.103 0.069
H 1.859832 -1.220305 -0.050144 0.134 0.241 -0.158 0.065
H -2.296907 2.291965 2.852247 0.036 0.360 -0.052 0.105
H 2.318578 2.320969 1.153279 0.075 -0.536 0.230 0.105
H -1.174879 4.387336 2.242607 0.060 0.101 0.250 0.095
H 1.412640 4.355100 1.779453 -0.480 0.521 -0.175 0.095
H 2.814048 -1.437874 1.408022 0.262 0.033 -0.334 0.082
C 0.758781 -2.954032 -2.865546 0.101 -0.240 -0.365 -0.059
C -0.819410 -1.765549 -1.267630 1.322 -0.880 -1.446 -0.058
C -0.318347 -1.950287 -2.598282 -0.355 -0.065 1.074 -0.286
C -1.469468 -0.620441 -0.952308 -1.370 1.643 0.180 -0.090
C -1.762808 0.368477 -1.924468 0.360 -0.329 0.200 -0.090
C -0.746817 -1.080162 -3.557027 -0.628 1.694 -0.426 -0.062
C -1.474732 0.100226 -3.229807 0.663 -1.358 -0.616 -0.087
H -0.536625 -2.563227 -0.591004 -0.273 0.288 0.482 0.105
H -1.905357 -0.361426 0.008138 0.530 -0.551 0.343 0.098
H 1.721554 -2.460888 -2.699848 0.020 -0.209 0.172 0.083
H 0.768992 -3.270761 -3.903933 -0.094 0.028 -0.237 0.072
H -2.137356 1.334189 -1.619652 -0.383 -0.079 0.071 0.099
H -0.493906 -1.101601 -4.611424 0.351 -0.687 0.085 0.106
H -1.729317 0.695061 -4.094273 -0.145 0.559 0.311 0.097
H 0.704225 -3.870556 -2.275226 -0.048 0.218 0.236 0.077

---

[6]
34
Properties=species:S:1:pos:R:3:forces:R:3:lowdin_charge:R:1 method="wB97M-V/def2-TZVPD" e_lumo_ev=0.9 e_tot_ha=-674.53242 relative_energy_kcal_mol=77.9 multiplicity=1 homo_energy_ev=-7.67 orbital_gap_ha=0.314
C 1.970264 0.808168 -0.972505 2.770 2.796 2.810 -0.016
C 0.842940 2.615393 2.179855 -2.935 0.534 1.503 -0.179
C 0.546790 1.884484 1.024201 5.182 1.403 0.417 -0.191
C 1.874883 1.622100 0.430623 -0.850 -1.967 -1.618 -0.148
C 2.884099 2.041683 1.286857 -5.635 0.497 -0.393 -0.024
C -0.325098 3.046796 3.005823 5.574 0.363 2.200 -0.033
C -1.620646 2.772357 2.711875 2.312 -1.886 -1.131 -0.099
C -1.730550 1.804646 1.704054 3.253 2.173 -1.419 -0.073
C -0.702107 1.486000 0.777036 -4.015 -1.324 0.727 -0.026
N 2.218600 2.688520 2.369746 -0.682 -1.165 -1.348 0.061
H 0.070625 3.303827 4.058639 -1.250 0.585 -1.593 0.123
H -2.419654 3.082189 3.311520 -1.001 0.247 0.802 0.087
H 2.678544 3.277243 3.001316 0.452 0.754 0.924 0.119
H -2.658730 1.521662 1.543398 -4.267 -1.833 -1.202 0.041
H 3.896743 1.976962 1.202612 2.491 -0.047 -0.063 0.080
H -0.949386 0.795248 -0.033583 0.150 0.249 0.185 0.114
H 2.809629 0.141391 -0.770735 -0.205 -0.405 -0.601 0.062
H 2.332632 1.590674 -1.655427 -0.220 -0.524 -0.273 0.069
H 1.121279 0.322594 -1.361568 -1.133 -0.498 0.052 0.028
C -3.104999 -3.407065 -1.159649 0.751 0.519 1.702 -0.058
C -0.602737 -3.104373 -0.782306 0.321 0.663 -4.362 -0.039
C -1.688356 -3.048213 -1.693080 -1.789 0.520 1.752 -0.259
C 0.681512 -2.866722 -1.275197 -0.828 -0.151 -3.111 -0.103
C -1.575949 -2.466709 -2.945717 -0.496 -0.417 -0.886 -0.102
C 0.845646 -2.621743 -2.650530 -0.148 0.290 -1.794 -0.092
C -0.325342 -2.383016 -3.502694 2.394 1.019 -0.499 -0.093
H -0.635715 -3.493152 0.143947 -0.844 -1.183 3.181 0.068
H 1.601637 -3.119519 -0.842364 0.798 -0.062 1.558 0.082
H -3.938407 -3.843355 -1.728392 0.976 -0.030 -0.637 0.072
H -3.558611 -2.486693 -0.723633 0.361 -0.521 -0.070 0.081
H -2.486549 -2.188555 -3.551473 1.064 -0.597 0.783 0.131
H 1.921522 -2.682654 -3.098191 -2.233 0.396 0.770 0.124
H -0.267833 -2.027912 -4.598472 0.358 -0.732 1.929 0.122
H -2.870025 -4.092309 -0.317693 -0.679 0.332 -0.297 0.071